No. 1
Here is 4 unconnected molecules or ions with the total composition C12H21IN2O14PS3 at a distorted geometry from the OMol25 dataset. Energies are from the ωB97M-V functional and the def2-TZVPD basis.

CARTESIAN COORDINATES (ANGSTROEM)
O (-2.14568, -0.51187, -4.19934)
P (-1.87314, 0.06356, -2.86659)
C (-0.52586, -0.82641, -2.04394)
N (-0.11593, -2.06593, -2.46126)
C (0.84635, -2.47201, -1.64295)
N (1.07049, -1.53571, -0.72873)
I (2.44358, -1.73197, 0.76647)
C (0.21336, -0.45727, -0.95350)
C (0.08219, 0.79639, -0.17056)
C (1.44031, 1.46406, 0.08180)
C (2.34696, 1.54602, -1.11547)
O (1.59072, 2.69465, -0.46258)
H (-2.96346, -0.10988, -2.02231)
H (-1.56497, 1.43680, -2.85887)
H (-0.50307, -2.58397, -3.23610)
H (1.34445, -3.41869, -1.71885)
H (-0.37508, 0.62300, 0.80054)
H (-0.46648, 1.51468, -0.76612)
H (1.92157, 1.27414, 1.02618)
H (1.97263, 1.74617, -2.10637)
H (3.36161, 1.78399, -0.83405)
C (8.41605, 3.11939, -0.51343)
C (7.08807, 3.22111, -1.23319)
O (6.46594, 1.94359, -1.00669)
S (6.89809, 1.38779, 0.43325)
O (5.87009, 1.69095, 1.36500)
O (7.38243, 0.06717, 0.27252)
O (8.11766, 2.38108, 0.68259)
H (9.14666, 2.55391, -1.09374)
H (8.82861, 4.09066, -0.25748)
H (7.19844, 3.40012, -2.29838)
H (6.45385, 3.99467, -0.79600)
C (-3.31381, -4.74404, -0.74871)
C (-4.66755, -4.06916, -0.69088)
O (-4.53817, -3.12075, 0.38547)
S (-3.05429, -2.57295, 0.45178)
O (-2.98725, -1.32297, -0.23233)
O (-2.57264, -2.71104, 1.77505)
O (-2.37306, -3.67731, -0.48544)
H (-3.20293, -5.49764, 0.03137)
H (-3.11138, -5.19089, -1.71761)
H (-5.47683, -4.76173, -0.48335)
H (-4.88451, -3.51938, -1.60846)
C (-3.41609, 1.54224, 3.24560)
C (-4.15676, 0.33367, 2.71278)
O (-5.42285, 0.37441, 3.37469)
S (-5.85569, 1.90083, 3.62557)
O (-6.72966, 2.30965, 2.58992)
O (-6.18575, 2.05092, 4.99133)
O (-4.41494, 2.55825, 3.34999)
H (-3.00730, 1.35380, 4.24060)
H (-2.61901, 1.87122, 2.58306)
H (-3.64681, -0.60081, 2.93169)
H (-4.32914, 0.41348, 1.63604)

Summary:
lowest unoccupied orbital energy = -4.63 eV
HOMO level = -12.860 eV
total charge = +1
HOMO-LUMO gap = 0.3023 Ha

***

No. 2
Here is a molecular structure, CrH18O9 at a distorted geometry from the OMol25 dataset. Energies are from the ωB97M-V functional and the def2-TZVPD basis.

CARTESIAN COORDINATES (ANGSTROEM)
Cr (24.32753, -4.85944, 11.27898)
O (23.78767, -6.31311, 12.69086)
H (23.91372, -7.25460, 12.80891)
H (23.45307, -6.00816, 13.53424)
O (25.83727, -5.05607, 9.78199)
H (25.91083, -5.76007, 9.13761)
H (26.59441, -4.49551, 9.61250)
O (23.73048, -3.54774, 9.46801)
H (24.19253, -3.53091, 8.62989)
H (22.87410, -3.16483, 9.27766)
O (25.17524, -2.98597, 11.55495)
H (25.77994, -2.64452, 12.21370)
H (24.93286, -2.22147, 11.03245)
O (22.99335, -5.99461, 10.14750)
H (22.85780, -6.01131, 9.20009)
H (22.56371, -6.78868, 10.46544)
O (26.09059, -5.24307, 12.41282)
H (26.81343, -5.81770, 12.16073)
H (26.35987, -4.87346, 13.25372)
O (25.30850, -7.48454, 10.71631)
H (25.02427, -8.38440, 10.87657)
H (26.22516, -7.56571, 10.45289)
O (24.25645, -3.87325, 13.96271)
H (23.37138, -3.53386, 14.09567)
H (24.64592, -3.87702, 14.83709)
O (22.44906, -3.97412, 11.88145)
H (21.66246, -4.51933, 11.86653)
H (22.11884, -3.07821, 11.94879)

Summary:
spin multiplicity = 4
lowest unoccupied orbital energy (spin up / spin down) = -14.33 / -12.83 eV
⟨S²⟩ = 3.76
HOMO level (spin up / spin down) = -22.867 / -22.855 eV
total charge = +3
HOMO-LUMO gap (spin up / spin down) = 0.3136 / 0.3683 Ha
energy above the lowest of the compared OMol25 structures with the same formula, charge and spin = 14.6 kcal/mol

***

No. 3
Here is 10 unconnected molecules or ions with the total composition C34H84BN6O20 at a distorted geometry from the OMol25 dataset. Energies are from the ωB97M-V functional and the def2-TZVPD basis.

CARTESIAN COORDINATES (ANGSTROEM)
O (1.60240, -0.56037, 4.19592)
C (1.50312, -0.42486, 2.97210)
O (1.24495, 0.62521, 2.31643)
B (1.11241, 0.32603, 0.86241)
O (1.37767, -1.11795, 0.80751)
C (1.54921, -1.62793, 2.03033)
O (1.69682, -2.78112, 2.45177)
O (2.15032, 1.00517, 0.15253)
C (1.63090, 1.88778, -0.66579)
O (2.20818, 2.73473, -1.31929)
C (0.10915, 1.69596, -0.68155)
O (-0.14979, 0.70787, 0.27146)
O (-0.61114, 2.35580, -1.45587)
C (1.14966, 3.99169, 2.35776)
C (0.99003, 4.91486, 3.65756)
C (1.62597, 4.30137, 4.91032)
O (1.01089, 3.04802, 5.21516)
C (1.97035, 2.20708, 5.87620)
N (1.61390, 6.14716, 3.30993)
H (1.05885, 4.55760, 1.43062)
H (0.34183, 3.26062, 2.39005)
H (2.14037, 3.54608, 2.44735)
H (-0.09057, 5.02010, 3.75418)
H (1.54628, 4.92598, 5.80004)
H (2.68994, 4.31387, 4.67389)
H (2.39168, 2.72320, 6.73888)
H (2.70719, 1.74380, 5.22004)
H (1.35540, 1.34789, 6.14404)
H (2.55018, 6.06464, 2.94023)
H (1.87448, 6.51127, 4.21526)
C (-2.61131, -2.73375, 5.43489)
C (-1.50627, -1.64355, 5.21280)
C (-1.22290, -0.65237, 6.31770)
O (-2.34290, 0.07898, 6.78330)
C (-2.09991, 0.86857, 7.91645)
N (-0.34062, -2.42794, 4.91554)
H (-2.49584, -3.23916, 6.39371)
H (-2.68272, -3.48724, 4.65051)
H (-3.59025, -2.26118, 5.51523)
H (-1.62955, -1.02773, 4.32192)
H (-0.36155, -0.04772, 6.03387)
H (-0.86626, -1.24028, 7.16344)
H (-1.14121, 1.37843, 7.82145)
H (-2.00912, 0.18181, 8.75801)
H (-2.86902, 1.61451, 8.11682)
H (-0.00227, -2.78080, 5.79934)
H (0.40455, -1.79743, 4.65616)
C (-2.48692, 1.59347, -6.63756)
C (-2.33928, 2.98076, -5.92972)
C (-1.04361, 3.64042, -6.23835)
O (0.10823, 2.84910, -5.70108)
C (0.19529, 2.73514, -4.27340)
N (-3.49936, 3.78899, -6.32011)
H (-3.34741, 1.09024, -6.19665)
H (-1.65661, 0.89712, -6.52015)
H (-2.72725, 1.71917, -7.69328)
H (-2.43701, 2.90493, -4.84676)
H (-1.03437, 4.61140, -5.74317)
H (-0.92510, 3.77011, -7.31410)
H (1.02298, 2.08765, -3.98394)
H (-0.66638, 2.18197, -3.89971)
H (0.26945, 3.73894, -3.85507)
H (-4.27186, 3.49199, -5.74119)
H (-3.80600, 3.62346, -7.26810)
C (-1.93374, -1.98452, -1.63421)
C (-2.59008, -2.55236, -0.36167)
C (-1.71854, -3.70626, 0.29297)
O (-2.34834, -4.16010, 1.39950)
C (-1.59148, -5.18624, 2.08459)
N (-2.73619, -1.40444, 0.52562)
H (-0.92212, -1.63065, -1.43545)
H (-2.46655, -1.14352, -2.07799)
H (-1.86391, -2.72782, -2.42839)
H (-3.59557, -2.85933, -0.64951)
H (-0.80663, -3.21114, 0.62670)
H (-1.42225, -4.47235, -0.42356)
H (-1.91122, -5.33808, 3.11551)
H (-0.53551, -4.92288, 2.14526)
H (-1.69313, -6.14809, 1.58198)
H (-2.76058, -1.79874, 1.45516)
H (-1.94681, -0.78292, 0.42215)
C (4.74775, -0.94229, -1.94730)
C (4.05783, -1.09086, -3.30539)
C (2.66763, -0.49697, -3.37426)
O (1.97046, -1.18529, -4.36056)
C (0.57683, -0.98019, -4.38144)
N (5.06485, -0.64518, -4.26469)
H (4.97138, 0.08793, -1.67028)
H (5.66579, -1.52476, -1.86965)
H (4.07027, -1.22761, -1.14249)
H (3.97326, -2.15820, -3.50969)
H (2.66785, 0.56645, -3.61353)
H (2.15763, -0.54552, -2.41216)
H (0.03518, -1.65599, -5.04327)
H (0.40386, 0.06931, -4.61960)
H (0.12446, -1.13014, -3.40115)
H (5.79500, -1.33871, -4.18735)
H (4.79214, -0.72104, -5.23421)
C (-0.76994, -6.69129, -2.64509)
C (0.25316, -7.22772, -1.63783)
C (0.93544, -6.16191, -0.82788)
O (1.62412, -5.27185, -1.70008)
C (2.06808, -4.10744, -0.97693)
N (-0.33963, -8.29721, -0.80250)
H (-1.20218, -7.58263, -3.09981)
H (-0.22701, -6.14148, -3.41388)
H (-1.46891, -6.00840, -2.16216)
H (1.11682, -7.67014, -2.13427)
H (1.67352, -6.63924, -0.18328)
H (0.23942, -5.68307, -0.13915)
H (1.21666, -3.49134, -0.68777)
H (2.83118, -3.66158, -1.61488)
H (2.47661, -4.41740, -0.01509)
H (-1.21093, -7.96517, -0.41432)
H (0.28065, -8.63917, -0.08248)
C (-4.16695, 2.25406, -2.01684)
C (-3.70990, 1.41239, -0.85693)
O (-4.59926, 0.33872, -0.57659)
O (-5.38116, 2.82992, -1.54787)
H (-4.44224, 1.76919, -2.95344)
H (-3.38288, 2.97025, -2.26263)
H (-3.56359, 2.04594, 0.01788)
H (-2.75576, 0.95330, -1.11568)
H (-4.04454, -0.34465, -0.19335)
H (-5.25221, 3.08467, -0.63131)
C (4.58947, 2.78189, -3.65991)
C (4.92479, 4.18975, -3.19237)
O (5.78059, 4.65861, -4.25183)
O (5.84641, 2.01962, -3.82236)
H (3.90520, 2.64219, -4.49679)
H (4.08094, 2.21077, -2.88318)
H (5.52891, 4.17707, -2.28519)
H (4.12045, 4.89329, -2.97750)
H (5.54337, 5.57910, -4.38610)
H (5.53937, 1.11644, -3.71464)
C (-3.42538, 1.82052, 2.97435)
C (-1.90585, 1.94093, 3.09229)
O (-1.51010, 2.43725, 4.41313)
O (-4.00723, 3.09530, 3.10026)
H (-3.68116, 1.21520, 3.84398)
H (-3.53986, 1.19419, 2.08964)
H (-1.55624, 2.66124, 2.35268)
H (-1.34616, 1.01753, 2.94336)
H (-0.57059, 2.33149, 4.57969)
H (-3.75388, 3.36981, 3.98460)

Summary:
lowest unoccupied orbital energy = 2.03 eV
HOMO level = -7.223 eV
total charge = -1
HOMO-LUMO gap = 0.3399 Ha
energy above the lowest of the compared OMol25 structures with the same formula, charge and spin = 0.0 kcal/mol

***

Q: The highest total charge belongs to which entry?
A: CrH18O9

***

Q: The lowest total charge belongs to which entry?
A: C34H84BN6O20

***

Q: Which formula does entry 2 have?
A: CrH18O9